1.
A structure of composition C14H9ClNO6Os. Source: the Open Molecules 2025 dataset; level of theory: ωB97M-V with the def2-TZVPD basis set.

<S²>: 6.0217
2S+1: 5
Total energy in Ha: -1594.84409
HOMO level (alpha / beta) in eV: -18.8911 / -19.8280
Relative energy (zero: lowest compared OMol25 entry of this formula, charge and spin) in kJ/mol: 0.00
Total charge: +3

```
32
Properties=species:S:1:pos:R:3:nbo_charge:R:1
Os -0.29422 -0.09064 -0.47044 1.776
O -0.11720 -1.40958 3.76541 -0.572
C 0.05845 -0.85945 2.61310 0.821
O -0.60786 -1.07787 1.60160 -0.630
C 1.16752 0.12262 2.51551 0.090
C 2.03999 0.51930 3.52167 -0.118
C 3.00965 1.45961 3.20189 -0.101
C 3.07522 1.96650 1.90414 -0.127
C 2.15617 1.50143 0.98025 0.027
N 1.22691 0.60013 1.28679 -0.434
C 2.00449 1.86687 -0.44424 0.863
O 2.71930 2.70294 -1.09038 -0.524
O 1.08019 1.29630 -1.07737 -0.635
H -0.85527 -2.04702 3.78427 0.546
H 1.95800 0.10339 4.51738 0.288
H 3.71133 1.79893 3.95273 0.285
H 3.82958 2.70045 1.64884 0.264
H 3.43238 3.13972 -0.59221 0.543
Cl -5.54896 -3.18634 -4.46512 0.371
C -4.46294 -2.65380 -3.33246 -0.001
C -4.50556 -3.15478 -1.99592 -0.113
C -3.61266 -2.71326 -1.07401 -0.204
C -2.62105 -1.74495 -1.42490 0.523
O -1.80490 -1.37365 -0.48907 -0.637
C -2.57532 -1.23962 -2.76534 -0.300
C -1.59654 -0.26653 -3.16072 0.492
O -0.72615 0.21783 -2.41670 -0.552
C -3.48493 -1.69074 -3.70052 -0.017
H -5.25928 -3.88814 -1.73677 0.288
H -3.62403 -3.07721 -0.05527 0.280
H -1.59151 0.09644 -4.19131 0.232
H -3.46973 -1.32286 -4.72064 0.277
```

---

2.
A cluster of 10 separate species, C32H73O26S8 in total in a non-equilibrium geometry. Source: the Open Molecules 2025 dataset; level of theory: ωB97M-V with the def2-TZVPD basis set.

Total energy in Ha: -6404.59883
HOMO level in eV: -2.3655
Total charge: -1

```
139
Properties=species:S:1:pos:R:3:lowdin_charge:R:1
C -1.58828 -0.79121 -0.50464 -0.073
C -0.38283 0.04352 -0.96097 -0.693
C 0.46027 0.37060 0.29639 -0.074
O 0.33661 -0.51957 -1.94951 -0.263
H -2.32146 -0.72465 -1.31323 0.042
H -2.06756 -0.39519 0.40284 0.050
H -1.31420 -1.83038 -0.32662 0.054
H -0.78063 1.03275 -1.31483 0.084
H -0.18481 0.93866 0.99132 0.039
H 1.28183 1.07457 0.12731 0.057
H 0.83323 -0.45233 0.91581 0.048
C 2.18543 3.56153 1.66903 -0.164
C 2.31489 4.88636 2.42112 -0.162
O 0.99844 5.10283 2.92663 -0.202
S -0.09134 4.69213 1.78004 0.634
O -0.39099 5.81661 0.94470 -0.236
O -1.17671 3.99839 2.43548 -0.247
O 0.87364 3.61387 1.09484 -0.209
H 2.34570 2.66414 2.26088 0.126
H 2.90239 3.56131 0.85079 0.090
H 2.59165 5.72722 1.79028 0.112
H 2.88991 4.73588 3.33527 0.130
O -2.08586 -4.00074 -1.55390 -0.233
S -3.09348 -4.47077 -0.65770 0.599
O -3.05080 -5.82070 -0.17830 -0.287
O -3.32806 -3.45345 0.59513 -0.281
C -4.18112 -3.85066 1.67922 -0.261
C -4.01385 -2.71998 2.65564 -0.056
C -4.63524 -4.10158 -1.49104 -0.121
H -3.92050 -4.82576 2.09820 0.116
H -5.21362 -3.99686 1.34595 0.117
H -2.98333 -2.47372 2.91627 0.074
H -4.44833 -2.95964 3.63058 0.087
H -4.43968 -1.78972 2.28522 0.053
H -4.78371 -3.02538 -1.58245 0.065
H -5.50154 -4.62327 -1.08890 0.062
H -4.57880 -4.36855 -2.54958 0.071
O -4.35927 -0.21353 -3.11516 -0.300
S -3.28774 -0.27994 -4.08370 0.593
O -2.22379 -1.23895 -3.92406 -0.243
O -4.02863 -0.50717 -5.50585 -0.269
C -3.21840 -0.57933 -6.69778 -0.283
C -4.15622 -0.25364 -7.84355 -0.068
C -2.53061 1.31170 -4.29065 -0.116
H -2.71301 -1.53957 -6.81350 0.125
H -2.37189 0.11439 -6.68640 0.105
H -4.65788 0.69152 -7.65287 0.078
H -4.88322 -1.06215 -7.88514 0.080
H -3.48407 -0.17520 -8.70036 0.080
H -3.26456 2.05337 -4.61154 0.078
H -1.69400 1.20622 -4.96928 0.072
H -2.31586 1.61984 -3.26604 0.036
O 3.79004 -1.00122 -1.58849 -0.257
S 3.77944 -2.35129 -1.10482 0.614
O 2.70745 -3.24524 -1.46031 -0.276
O 5.22562 -3.03733 -1.44794 -0.272
C 5.26022 -4.44142 -1.71952 -0.275
C 6.72551 -4.68249 -2.08138 -0.077
C 3.89592 -2.35838 0.69677 -0.098
H 4.57460 -4.68740 -2.53094 0.118
H 4.95379 -5.07873 -0.88647 0.115
H 7.01463 -4.18289 -3.00228 0.074
H 6.98386 -5.74204 -2.16168 0.070
H 7.33249 -4.33552 -1.24351 0.073
H 4.74864 -1.72932 0.95040 0.047
H 4.00445 -3.37876 1.04725 0.060
H 2.98980 -1.82076 0.97706 0.057
O -4.66868 1.14044 2.78325 -0.299
S -5.66433 0.96008 1.73440 0.624
O -6.89219 0.23777 1.97779 -0.302
O -6.08819 2.44463 1.26890 -0.244
C -5.04611 3.26377 0.73838 -0.306
C -5.41222 4.71860 0.71553 -0.064
C -4.89889 0.27721 0.21482 -0.107
H -4.91447 2.91193 -0.29750 0.110
H -4.00904 3.11046 1.05657 0.118
H -4.54967 5.32948 0.43783 0.079
H -5.73175 5.13775 1.66944 0.082
H -6.15120 4.92295 -0.06132 0.077
H -4.65434 -0.78558 0.23657 0.055
H -3.97091 0.83535 0.12486 0.050
H -5.58458 0.31280 -0.63053 0.073
O 6.12850 0.45048 0.32672 -0.278
S 5.31729 1.64908 0.39479 0.607
O 4.03387 1.65598 -0.23067 -0.260
O 5.12919 2.20038 1.92798 -0.290
C 6.23340 2.05522 2.85329 -0.255
C 6.21402 3.25283 3.78811 -0.066
C 6.18690 3.04760 -0.33990 -0.100
H 7.16266 1.92617 2.29731 0.111
H 6.03287 1.12352 3.38274 0.122
H 6.03228 4.20136 3.28155 0.076
H 7.18322 3.32719 4.28270 0.076
H 5.42471 3.16577 4.53395 0.077
H 5.96921 2.91486 -1.39753 0.074
H 7.24186 2.79198 -0.21847 0.059
H 5.93870 4.01113 0.08572 0.069
O 0.70790 -5.22632 -1.37173 -0.264
S 0.91264 -5.75762 -0.05802 0.599
O 2.25831 -5.92086 0.45391 -0.312
O -0.01408 -4.90076 0.94788 -0.271
C 0.46660 -3.68916 1.55821 -0.235
C 1.43953 -3.91316 2.69970 -0.072
C 0.01758 -7.32964 0.09636 -0.100
H -0.38481 -3.09183 1.88564 0.117
H 0.86560 -3.10922 0.71796 0.112
H 2.31522 -4.48333 2.38086 0.050
H 0.99705 -4.54155 3.47642 0.080
H 1.81688 -2.98665 3.12938 0.064
H 0.47605 -8.04873 -0.57816 0.066
H -0.97215 -7.10184 -0.29161 0.042
H 0.16405 -7.57892 1.14225 0.064
O 2.42540 5.73392 -0.58730 -0.282
S 1.84347 4.97856 -1.67150 0.620
O 2.34523 3.62459 -1.76679 -0.268
O 0.21334 4.97129 -1.60162 -0.274
C -0.37808 3.88145 -2.35484 -0.238
C -1.84885 3.95078 -1.96112 -0.053
C 2.11434 5.76105 -3.25508 -0.114
H 0.00000 2.88655 -2.11373 0.113
H -0.22302 4.13499 -3.40674 0.110
H -2.46514 3.21922 -2.48291 0.045
H -2.22521 4.93248 -2.26582 0.084
H -1.95836 3.89699 -0.87962 0.077
H 1.55040 5.22918 -4.01339 0.060
H 3.17086 5.87251 -3.47736 0.072
H 1.72556 6.77217 -3.11002 0.070
C 1.07731 -0.53573 4.81683 -0.101
C 0.28286 -0.91171 5.90300 -0.116
C -1.08952 -0.86718 5.79661 -0.111
C -1.68767 -0.27721 4.68545 -0.088
C -0.90926 0.26686 3.67925 -0.067
C 0.46103 0.09337 3.73130 -0.093
H 2.14873 -0.66531 4.89335 0.093
H 0.71978 -1.27925 6.82530 0.093
H -1.69606 -1.11032 6.66132 0.096
H -2.77103 -0.28214 4.67401 0.097
H -1.32898 0.72728 2.79501 0.093
H 1.18981 0.38292 2.98453 0.084
```

---

3.
A cluster of 11 separate species, C20H48Cl14O12 in total in a non-equilibrium geometry. Source: the Open Molecules 2025 dataset; level of theory: ωB97M-V with the def2-TZVPD basis set.

Total energy in Ha: -8136.20106
SMILES string: ClC(Cl)(Cl)Cl.ClC(Cl)(Cl)Cl.ClCCCl.ClCCCl.ClCCCl.OCCO.OCCO.OCCO.OCCO.OCCO.OCCO
HOMO level in eV: -9.9230
Total charge: 0

```
94
Properties=species:S:1:pos:R:3:lowdin_charge:R:1
C 3.17105 1.95086 3.05419 -2.042
Cl 3.64245 0.47357 2.28776 0.577
Cl 2.85541 1.59162 4.78370 0.548
Cl 4.42003 3.14155 2.86843 0.567
Cl 1.64198 2.49424 2.31961 0.557
C 0.90690 -4.57173 3.05864 -2.040
Cl 1.30315 -4.68488 1.32894 0.548
Cl -0.78288 -4.24312 3.30864 0.619
Cl 1.27035 -6.04761 3.88211 0.564
Cl 1.92211 -3.29540 3.80300 0.537
C -5.36944 1.08434 2.74772 -0.224
C -3.94434 1.06534 2.15904 -0.229
O -3.98211 1.22183 0.73595 -0.085
O -5.94348 -0.19006 2.48185 -0.073
H -5.90075 1.91184 2.27755 0.119
H -5.42992 1.14669 3.83426 0.114
H -3.23166 0.27057 2.37934 0.103
H -3.53181 2.04302 2.40814 0.109
H -3.35813 1.93016 0.56124 0.028
H -5.99040 -0.16649 1.52329 0.077
C -0.85239 -0.25529 5.89632 -0.189
C -1.92175 -0.40923 4.87161 -0.210
O -1.73161 -1.45025 3.86475 -0.138
O 0.38782 -0.09910 5.12725 -0.141
H -0.68973 -1.20804 6.40022 0.117
H -1.00723 0.52780 6.63854 0.129
H -1.91559 0.55926 4.37152 0.118
H -2.94297 -0.58698 5.20870 0.132
H -2.38790 -2.14068 3.98398 0.069
H 0.10060 -0.49879 4.30301 0.023
C -1.02434 4.02016 0.48164 -0.207
C -1.67585 4.93369 -0.60915 -0.267
O -1.07703 6.15376 -0.51929 -0.057
O -1.70178 2.76896 0.54039 -0.093
H -1.09390 4.59978 1.40213 0.122
H 0.05413 4.00606 0.32418 0.058
H -2.73124 5.17855 -0.48964 0.130
H -1.47688 4.48815 -1.58383 0.102
H -1.77884 6.80861 -0.53465 0.096
H -1.71337 2.30269 -0.29869 0.043
C -0.91241 -4.39260 -1.62761 -0.264
C -2.31596 -4.59109 -2.14838 -0.251
O -2.60862 -3.63740 -3.15166 -0.042
O -0.65042 -3.02581 -1.52604 -0.072
H -0.22962 -4.80278 -2.37169 0.115
H -0.74669 -5.10583 -0.82019 0.105
H -2.92269 -4.48090 -1.24959 0.112
H -2.63252 -5.58338 -2.46967 0.125
H -2.26579 -2.86626 -2.69404 0.058
H -0.18691 -2.86535 -0.70081 0.050
C 1.25510 -0.58760 0.08282 -0.232
C 0.16924 -0.58570 1.19337 -0.226
O -0.39480 -1.86101 1.25938 -0.118
O 0.66517 -0.33196 -1.15845 -0.121
H 1.90130 -1.46016 -0.01299 0.050
H 1.98857 0.21672 0.13949 0.052
H -0.59775 0.18204 1.29532 0.121
H 0.65686 -0.42685 2.15517 0.074
H -0.81552 -1.78298 2.11876 0.013
H 0.22199 -1.09262 -1.54132 0.061
C -2.02945 0.83832 -4.05861 -0.221
C -1.41711 1.86570 -3.15916 -0.213
O -1.24603 1.39344 -1.83370 -0.111
O -3.10517 0.27455 -3.33255 -0.081
H -1.46637 -0.06291 -4.30114 0.114
H -2.52350 1.20622 -4.95786 0.126
H -2.15741 2.65308 -3.01744 0.119
H -0.44723 2.30237 -3.39738 0.117
H -0.50456 0.79002 -1.74589 0.038
H -2.93375 0.11634 -2.40132 0.074
Cl 2.67142 -0.62568 -3.84291 0.606
C 2.15048 -2.29140 -3.86362 -0.729
C 2.05308 -2.74241 -5.25135 -0.689
Cl 3.66248 -2.80171 -5.99680 0.563
H 1.25780 -2.31662 -3.23865 0.055
H 2.89734 -2.91203 -3.36853 0.008
H 1.35149 -2.12209 -5.80910 0.075
H 1.59115 -3.72022 -5.38779 0.079
Cl 3.40606 6.88480 -1.50252 0.554
C 2.79015 5.40647 -0.72904 -0.647
C 2.00699 4.51282 -1.75972 -0.635
Cl 2.07649 2.80861 -1.33724 0.612
H 2.15643 5.63466 0.12796 0.064
H 3.61467 4.88250 -0.24559 0.050
H 2.43936 4.57966 -2.75807 0.061
H 0.94209 4.74429 -1.73714 0.041
Cl 3.55745 -3.07461 -0.90973 0.600
C 4.97951 -1.97805 -1.07728 -0.611
C 6.29971 -2.80107 -1.15915 -0.640
Cl 7.64322 -1.65550 -1.45791 0.562
H 4.92076 -1.27326 -0.24787 0.057
H 4.88241 -1.43480 -2.01726 0.041
H 6.07220 -3.49192 -1.97098 0.068
H 6.34065 -3.33352 -0.20893 0.070
```